{"formula": "C29H41AsClMgN9O2S5", "method": "ωB97M-V/def2-TZVPD", "fmax_ev_per_a": 0.5, "homo_ev": -0.989, "lumo_energy_ev": 3.43, "total_charge": -2, "orbital_gap_ev": 4.419, "symbols": ["As", "Cl", "S", "S", "S", "S", "S", "Mg", "O", "O", "N", "N", "N", "N", "N", "N", "N", "N", "N", "C", "C", "C", "C", "C", "C", "C", "C", "C", "C", "C", "C", "C", "C", "C", "C", "C", "C", "C", "C", "C", "C", "C", "C", "C", "C", "C", "C", "C", "H", "H", "H", "H", "H", "H", "H", "H", "H", "H", "H", "H", "H", "H", "H", "H", "H", "H", "H", "H", "H", "H", "H", "H", "H", "H", "H", "H", "H", "H", "H", "H", "H", "H", "H", "H", "H", "H", "H", "H", "H"], "positions_angstrom": [[-0.286439, 0.851822, 3.320938], [0.489484, -4.120892, -9.424895], [-1.708880, 0.694051, 4.912756], [0.193375, -1.173818, 2.540728], [-1.141865, 1.877016, 1.557404], [1.555755, 1.863722, 3.857876], [1.892988, -0.461712, -3.082994], [-0.045896, -0.027128, 0.266438], [1.817725, 0.644557, 0.228865], [2.959271, -7.065799, -1.569639], [0.126077, -3.916343, -1.947842], [0.042226, 1.531494, -2.639480], [2.766158, 2.695344, 0.444137], [1.944715, 2.136455, -3.658719], [0.230461, -2.049761, -0.696170], [1.082245, -4.029003, -0.981965], [3.812917, 0.777251, 1.283335], [-2.203153, -0.596346, 0.058552], [-0.629849, 0.709631, -1.780263], [-1.899709, 0.701743, -1.941781], [3.712847, -0.620383, 1.654800], [2.941282, -5.626425, -1.708351], [-4.164030, 0.069984, -1.123056], [-0.337339, -2.704468, -1.739831], [5.395954, -5.388454, -2.302460], [4.776028, -5.727655, 0.058751], [2.884484, -4.494578, -6.243750], [2.565281, -5.362938, -3.178989], [2.654970, -3.958897, -3.786978], [1.098308, -2.919494, -0.237524], [3.611045, 3.563180, 1.252428], [2.394842, -4.546617, -7.539816], [1.224439, 1.121232, -3.046030], [0.855230, -3.484903, -5.487234], [1.568877, 3.360446, -0.049227], [4.326639, -5.062331, -1.249885], [-4.352039, -1.128649, 0.932621], [1.122131, -4.062528, -7.789608], [1.787927, -5.272762, -0.746889], [-2.965934, -1.146357, 0.999286], [-2.786500, 0.016844, -0.977496], [4.689681, 1.560271, 2.141933], [4.294963, -3.547100, -0.992360], [2.731657, 1.352452, 0.669709], [4.951440, 2.906686, 1.506520], [-4.957554, -0.515901, -0.148225], [2.128042, -3.973144, -5.200098], [0.348034, -3.527178, -6.776634], [3.825379, -2.955371, -1.775078], [3.181837, -6.038644, -3.785307], [5.226433, -4.883371, -3.252660], [3.589349, -7.410404, -2.211368], [1.702503, -2.784033, 0.646078], [0.273199, -3.041717, -4.688030], [3.886142, -4.862705, -6.042169], [4.836741, -6.811732, -0.031849], [3.069134, -1.126688, 0.946785], [0.934048, 3.680274, 0.778516], [1.740109, 3.053833, -3.294422], [5.481243, 2.773086, 0.559093], [1.062382, -6.079473, -0.822956], [2.140805, -5.242138, 0.281548], [-1.110458, -2.269493, -2.353628], [5.764058, -5.343380, 0.324918], [-4.595120, 0.586742, -1.971490], [5.462834, -6.464641, -2.497377], [0.985773, 2.694986, -0.677920], [5.318789, -3.180792, -0.876271], [1.893625, 4.222958, -0.641771], [3.095786, 3.775205, 2.196488], [4.110908, -5.494809, 0.892257], [-0.635829, -3.134350, -6.997067], [-4.929150, -1.560627, 1.738416], [-6.037604, -0.470202, -0.223015], [3.731812, 4.499778, 0.702722], [2.917973, 1.911806, -3.779947], [4.207680, 1.685871, 3.118092], [-2.338531, 1.252130, -2.770326], [2.076335, -3.238735, -3.211203], [1.536245, -5.710710, -3.297958], [3.683408, -3.597389, -3.803664], [2.990078, -4.948364, -8.349176], [3.779973, -3.321071, -0.058503], [3.276438, -0.735157, 2.650543], [6.373781, -5.072882, -1.931420], [-2.424749, -1.563661, 1.842845], [4.715664, -1.057067, 1.618687], [5.612553, 0.991238, 2.279196], [5.562670, 3.528337, 2.163702]], "atomic_forces_ev_per_a": [[0.005, 0.173, 0.257], [0.036, 0.002, 0.093], [0.103, -0.003, -0.187], [-0.025, 0.022, -0.139], [0.124, -0.067, 0.108], [-0.049, -0.110, -0.103], [-0.044, 0.192, -0.021], [-0.168, -0.142, 0.464], [0.185, 0.021, -0.416], [0.057, 0.000, -0.036], [0.072, 0.104, 0.203], [0.258, -0.158, 0.266], [0.006, 0.127, 0.061], [0.137, -0.107, -0.081], [0.047, -0.252, 0.026], [-0.042, -0.239, -0.032], [0.069, 0.035, -0.001], [-0.228, -0.025, -0.151], [-0.341, -0.010, -0.302], [-0.132, -0.230, 0.301], [-0.009, 0.034, 0.073], [0.002, -0.062, 0.093], [-0.162, -0.018, 0.006], [-0.034, 0.113, -0.044], [0.026, -0.007, -0.034], [-0.003, -0.014, 0.051], [0.085, -0.058, 0.041], [-0.049, 0.012, -0.036], [-0.001, 0.104, -0.038], [-0.026, 0.126, 0.111], [-0.041, -0.057, -0.062], [-0.061, 0.015, -0.068], [-0.138, -0.076, -0.217], [0.088, 0.022, 0.086], [0.060, -0.024, -0.045], [-0.018, 0.044, -0.048], [0.026, -0.045, 0.074], [0.044, -0.038, -0.058], [-0.075, 0.189, -0.029], [0.159, 0.079, -0.063], [0.336, 0.126, -0.229], [-0.122, -0.066, -0.049], [0.034, 0.005, -0.008], [0.015, -0.015, 0.205], [-0.047, -0.012, -0.018], [-0.032, 0.068, -0.095], [-0.121, 0.019, 0.033], [-0.070, 0.041, -0.036], [-0.004, -0.020, -0.015], [0.020, 0.033, -0.007], [-0.024, 0.014, 0.014], [-0.022, 0.011, 0.021], [-0.014, 0.033, 0.006], [0.016, -0.015, -0.026], [-0.021, 0.005, -0.009], [0.019, 0.019, -0.010], [-0.010, -0.019, -0.059], [-0.016, 0.019, 0.020], [0.019, 0.044, 0.025], [0.036, 0.020, 0.005], [-0.036, -0.018, -0.033], [0.021, -0.027, 0.016], [0.049, 0.012, 0.022], [-0.026, 0.001, 0.009], [-0.010, -0.005, 0.012], [0.001, 0.027, 0.013], [0.070, 0.017, 0.017], [-0.017, -0.022, 0.008], [-0.049, 0.007, 0.014], [0.019, 0.017, 0.042], [-0.001, -0.012, -0.033], [0.019, -0.009, 0.008], [-0.005, -0.003, -0.011], [-0.002, -0.005, -0.005], [0.016, 0.023, -0.011], [-0.011, 0.024, 0.028], [0.015, -0.021, 0.053], [-0.078, 0.035, -0.013], [0.068, 0.010, -0.017], [0.008, -0.029, 0.000], [0.029, -0.002, -0.002], [-0.003, 0.004, 0.014], [0.002, -0.011, -0.014], [-0.019, 0.015, 0.014], [-0.019, -0.005, -0.010], [0.007, -0.001, 0.009], [0.004, -0.017, 0.030], [0.037, 0.005, -0.048], [-0.017, 0.009, 0.020]], "mulliken_charge": [0.532, -0.260, -0.685, -0.563, -0.499, -0.634, -0.506, 1.903, 0.345, -0.743, -0.957, -1.693, 0.329, -0.495, -0.520, 1.033, 0.296, 0.159, 1.408, -1.289, -0.516, 2.762, -0.909, -0.637, -1.931, -2.001, -0.059, -1.964, 2.200, -0.506, -0.637, -0.985, 0.331, 0.140, -0.928, 2.552, -0.837, 0.478, -3.033, -0.382, 1.081, -0.665, -1.904, -0.486, -0.648, -0.285, -1.199, -0.920, 0.133, 0.810, 0.268, 0.540, 0.673, 0.379, 0.381, 0.399, -0.280, 0.274, 0.258, 0.286, 0.438, 0.371, 0.448, 0.443, 0.434, 0.366, 0.083, 0.667, 0.289, 0.306, 0.354, 0.413, 0.407, 0.384, 0.345, 0.232, 0.233, 0.235, -1.609, 0.182, 0.558, 0.389, 0.199, 0.309, 0.527, 0.468, 0.428, 0.340, 0.369]}